1.
DFT (the ωB97M-V functional and the def2-TZVPD basis) results for a structure of composition C16H34F6N2O6Sr.

Geometry as XYZ:
```
65
Properties=species:S:1:pos:R:3
F 4.392 2.891 0.152
H -3.177 -0.104 -1.358
O 1.006 1.913 0.587
C -0.949 -3.586 -1.588
H -1.660 0.975 -3.302
H -1.625 -4.015 -2.333
H -1.070 -0.611 -2.997
H -0.077 3.631 -1.052
C -2.560 0.732 -1.029
H 1.324 -5.083 -2.370
C -0.911 0.433 -2.720
H 0.660 4.745 -0.021
H -2.091 -0.099 3.482
H -1.066 4.436 0.158
H 0.277 2.151 -2.784
H 0.861 -0.081 -4.715
C -1.128 -1.915 4.223
C -2.740 -2.972 -0.257
H 1.936 1.265 -4.591
C 0.594 2.105 5.106
C 3.076 3.179 0.251
C 2.343 1.990 1.044
H 2.411 2.337 2.080
H 0.209 1.380 -5.127
O -1.135 -0.748 1.960
F -1.698 -3.045 3.763
N 1.213 -2.647 -1.559
C -1.161 -0.656 3.317
C 0.923 -4.467 -3.177
H -3.342 -2.153 0.135
C -0.098 3.961 -0.013
H -0.346 0.243 5.887
C 0.277 -3.217 -2.470
O -1.148 0.596 -1.335
H 1.747 -3.252 -0.944
H -0.720 -4.387 -0.881
H 1.659 -4.307 -3.962
H 0.139 -5.160 -3.490
H 1.985 -2.407 -2.174
C -0.435 0.906 5.027
H 2.239 -0.069 -2.734
Sr 0.586 -0.543 0.007
O -1.537 -2.540 -0.803
F 0.110 -2.219 4.560
H -3.302 -3.588 -0.960
O -0.153 0.256 3.778
C 0.064 2.863 1.013
H 0.668 2.507 4.097
N 1.570 0.441 -2.171
F 2.597 3.221 -1.036
H 1.618 1.897 5.419
H 2.188 1.175 -1.840
O 2.835 0.674 0.966
C 0.907 0.965 -4.397
F 2.985 4.373 0.813
H -2.984 1.679 -1.366
H 0.088 3.224 2.040
H 0.092 -2.382 -3.146
H 0.275 2.846 5.841
C 0.441 1.088 -2.955
H -2.565 0.715 0.062
H -2.570 -3.581 0.635
H -1.431 1.350 4.981
H -0.868 2.308 0.885
F -1.745 -1.616 5.388
```

Summary:
electronic energy: -1820.90411 a.u.

***

2.
DFT (the ωB97M-V functional and the def2-TZVPD basis) results for a structure of composition C16H34F6N2O6Zn.

Geometry as XYZ:
```
65
Properties=species:S:1:pos:R:3
C -2.971 -0.850 1.360
H -1.674 -2.605 1.317
H -0.104 -0.706 4.723
C -0.885 -0.079 4.297
O -1.005 3.604 0.939
H -2.601 0.845 2.636
H -3.228 -2.838 2.120
H -1.718 -0.024 5.001
C -0.861 -1.296 -4.196
H 3.139 -2.252 2.014
O -0.593 -1.289 -1.864
H -1.775 5.914 3.168
H 3.121 -1.359 -0.377
H 1.501 -4.940 -4.515
O 0.143 -3.176 -2.971
H 2.106 -2.423 -2.890
N 0.763 -1.323 0.948
H 0.172 4.454 2.364
H 1.786 0.399 -3.010
C 2.559 0.404 -2.254
H 0.231 -1.371 1.827
F -1.937 -0.496 -4.158
H 1.417 -2.476 -4.461
H -3.343 -0.600 3.404
C 2.024 -0.556 1.248
H 1.705 0.421 1.630
C 1.410 -3.014 -3.506
C -0.687 4.715 1.731
H -0.474 0.914 4.095
C 2.904 -1.215 2.286
F 0.214 5.149 -1.027
C 0.176 3.783 -1.182
H -4.062 -0.757 1.282
H 3.074 -4.306 -3.994
C -0.773 -2.079 -2.893
H 2.432 -1.217 3.267
F -0.827 3.539 -2.023
H 1.032 3.265 0.668
H 1.062 -2.294 0.817
H -1.744 -2.604 -2.796
H 3.868 -0.707 2.351
H 3.013 1.404 -2.268
H -2.521 0.844 0.333
Zn -0.255 -0.093 -0.373
H -2.713 -0.405 -0.665
H -3.179 -2.735 0.376
C 2.015 -4.388 -3.733
C 2.776 -0.367 -0.023
H 3.672 0.249 0.123
C -1.880 4.981 2.608
H 1.944 -4.946 -2.795
C -2.573 -0.252 2.695
H -2.809 5.020 2.039
O -0.144 1.777 -0.041
H -0.456 5.577 1.110
H 3.341 -0.334 -2.437
C -2.727 -2.339 1.285
N -2.285 -0.151 0.230
F -0.994 -2.109 -5.244
C 0.046 3.055 0.167
O 1.929 0.196 -0.996
F 0.198 -0.499 -4.432
O -1.298 -0.689 3.089
H -1.998 4.205 3.372
F 1.315 3.447 -1.799
```

Summary:
electronic energy: -3569.55662 a.u.

***

Across the entries above, highest occupied orbital energy takes the values -7.69 -8.71 eV, respectively.
Across the entries above, maximum force takes the values 3.239 1.875 eV Å⁻¹, respectively.